1.
C53H47BF4GdN8O2Si as an isolated structure. Source: the Open Molecules 2025 dataset; level of theory: ωB97M-V/def2-TZVPD.

Last column: Löwdin charge in e.
Element x y z (Å)
1 Gd 12.76854 13.21981 13.06085  1.7084
2 C 9.42542 11.22052 13.30796  -0.0399
3 O 10.04963 12.47275 13.56575  -0.1537
4 C 9.47000 13.25098 14.55010  -0.2301
5 C 8.47701 12.77129 15.41894  -0.0254
6 C 7.88133 13.63431 16.32683  -0.0857
7 C 8.29237 14.97531 16.35852  -0.1089
8 C 9.29495 15.39348 15.54938  -0.0460
9 C 9.90120 14.56994 14.59357  -0.2039
10 N 11.06655 15.00596 13.89452  -0.0212
11 N 11.05277 16.26654 13.68371  0.0896
12 C 12.08974 17.00668 13.16780  -0.1413
13 C 13.41543 16.48499 13.16470  -0.3198
14 O 13.66241 15.26864 13.45128  -0.1994
15 C 14.45328 17.41695 12.85081  0.0165
16 C 14.21129 18.72620 12.62204  -0.0123
17 C 12.85719 19.21946 12.64179  -0.1742
18 C 12.58936 20.58692 12.39736  -0.0562
19 C 11.31971 21.02468 12.20358  -0.1200
20 C 10.25025 20.15938 12.40612  -0.1021
21 C 10.43841 18.86370 12.79368  -0.0157
22 C 11.77118 18.36271 12.87688  -0.1062
23 H 9.65531 10.52670 14.11514  0.1035
24 H 9.85345 10.83759 12.42200  0.0731
25 H 8.36603 11.30397 13.18821  0.0931
26 H 8.20742 11.71744 15.30652  0.1116
27 H 7.10378 13.26365 17.01321  0.1101
28 H 7.82918 15.69313 17.03781  0.1055
29 H 9.71395 16.41186 15.52262  0.1201
30 H 15.49269 17.07634 12.80642  0.1238
31 H 15.04733 19.43089 12.40782  0.1231
32 H 13.52593 21.19163 12.28447  0.1209
33 H 11.18863 22.10610 12.02867  0.1047
34 H 9.24497 20.56578 12.32290  0.1003
35 H 9.65257 18.17553 12.93038  0.0892
36 C 9.67664 14.56922 9.55202  -0.0310
37 C 10.32180 14.39184 10.80612  -0.1119
38 N 11.60322 14.10899 10.89295  0.0440
39 C 12.32590 13.82573 9.76805  -0.1461
40 C 11.74899 13.96976 8.47126  -0.1603
41 C 10.42698 14.41030 8.40330  -0.0119
42 C 12.50551 13.64747 7.32044  -0.0546
43 C 13.76683 13.14228 7.46118  -0.0575
44 C 14.32948 13.01055 8.75770  -0.0243
45 C 13.69625 13.47932 9.87179  -0.2454
46 N 14.28508 13.39731 11.11844  -0.0191
47 C 15.51635 13.86136 11.30606  -0.2446
48 C 16.30647 14.60838 10.38072  -0.0303
49 C 17.58783 15.02389 10.65491  -0.1140
50 C 18.16623 14.75849 11.86319  -0.0941
51 C 17.42368 14.07550 12.82510  -0.1788
52 C 17.94292 13.78959 14.07752  -0.0422
53 C 17.21931 13.09701 15.00461  -0.0474
54 C 15.89267 12.73243 14.67438  -0.1117
55 N 15.36721 12.97000 13.48125  0.0559
56 C 16.11141 13.61835 12.56770  -0.1751
57 H 8.64544 14.81471 9.51859  0.0859
58 H 9.76408 14.46455 11.76125  0.1074
59 H 9.96588 14.45938 7.42939  0.1109
60 H 12.02178 13.76448 6.36282  0.1002
61 H 14.35344 12.76515 6.61313  0.1069
62 H 15.27810 12.53711 8.87740  0.1199
63 H 15.96400 14.77005 9.37194  0.0933
64 H 18.11731 15.48982 9.80045  0.1115
65 H 19.20502 15.02990 12.02514  0.0927
66 H 18.93378 14.17018 14.31018  0.1168
67 H 17.67113 12.99686 15.97918  0.1008
68 H 15.25326 12.24923 15.39514  0.0742
69 N 16.70600 16.34347 16.66103  0.1560
70 C 16.48596 17.59576 16.22719  -0.2723
71 C 15.40647 18.41211 16.53599  -0.0462
72 C 15.20095 19.69833 16.09086  -0.0994
73 C 16.12187 20.31874 15.26329  -0.0461
74 C 17.20564 19.50351 14.75265  -0.1664
75 C 18.10921 19.94405 13.78952  -0.0403
76 C 19.00092 19.07088 13.22796  -0.0608
77 C 19.05131 17.74564 13.70323  -0.1426
78 N 18.30018 17.35033 14.70099  0.1202
79 C 17.34009 18.16377 15.21524  -0.1636
80 H 17.16456 15.80449 15.95993  0.0580
81 H 15.85004 15.94105 17.00967  0.0709
82 H 14.62225 17.88820 17.10446  0.1103
83 H 14.31108 20.21717 16.37893  0.0990
84 H 15.93188 21.31999 14.92330  0.0944
85 H 18.11080 20.95644 13.43926  0.1077
86 H 19.66055 19.35718 12.41455  0.0988
87 H 19.72555 17.03217 13.23153  0.0938
88 F 11.92974 11.40628 11.87393  -0.0689
89 B 12.20813 10.42423 10.79680  -1.2759
90 F 11.57686 9.26020 11.20132  0.1366
91 F 13.54612 10.28428 10.66425  0.1844
92 F 11.59031 10.88681 9.63080  0.1357
93 C 13.97466 12.34441 18.01780  -0.1632
94 Si 12.81499 13.14495 16.73135  0.3729
95 C 13.32364 14.92310 16.43030  -0.1748
96 C 11.16517 13.32883 17.58062  -0.1732
97 N 12.92692 12.25338 15.24868  -0.2250
98 C 12.78000 10.85921 15.21226  -0.3771
99 C 11.96470 10.18428 16.15715  -0.0820
100 C 11.75346 8.84450 16.10084  -0.1038
101 C 12.40779 8.03946 15.12509  -0.1083
102 C 13.16430 8.69069 14.19224  -0.1012
103 C 13.26099 10.08322 14.15252  -0.0618
104 H 15.02752 12.43521 17.78260  0.0056
105 H 13.75873 11.27113 18.09520  0.0242
106 H 13.84042 12.78610 19.02580  0.0315
107 H 13.66598 15.40655 17.39474  0.0457
108 H 12.63028 15.57955 15.90756  0.0152
109 H 14.22274 14.98006 15.77342  0.0166
110 H 11.17137 14.15857 18.28883  0.0353
111 H 10.78320 12.52133 18.22877  0.0369
112 H 10.29361 13.47784 16.91874  -0.0069
113 H 11.43001 10.73453 16.89541  0.0760
114 H 11.15467 8.40110 16.86042  0.0834
115 H 12.22144 6.96825 15.00566  0.0922
116 H 13.51408 8.15430 13.29615  0.1164
117 H 13.80771 10.53748 13.31839  0.0914

Cartesian forces (eV/Å) of the 2 atoms listed first:
0.49 0.01 0.41
0.60 -0.28 0.80

Summary:
2S+1: 8
calculated total energy: -4116.36774 Eh
net charge: -1
expectation value of S²: 15.862

***

2.
C53H47FeN6O3S4Sb2 as an isolated structure. Source: the Open Molecules 2025 dataset; level of theory: ωB97M-V/def2-TZVPD.

Last column: Löwdin charge in e.
Element x y z (Å)
1 Fe 1.31583 -1.75149 1.04897  -0.1361
2 O 0.14946 -5.61656 -4.73949  0.0610
3 N -0.35898 -6.04150 -3.71714  -0.3393
4 O -0.97244 -7.09007 -3.66951  0.0695
5 C -0.24482 -5.24887 -2.49097  -0.0708
6 C -1.00093 -5.65455 -1.44620  0.0782
7 C -1.02336 -4.95283 -0.21507  -0.1212
8 C -1.85551 -5.30695 0.86739  0.0053
9 C -1.84770 -4.51712 1.97457  -0.0426
10 C -1.00495 -3.38957 2.02560  -0.1765
11 N -0.17037 -3.07072 1.05119  0.0323
12 C -0.18546 -3.85050 -0.05700  -0.1453
13 C 0.69820 -3.47886 -1.12195  -0.1452
14 N 1.53595 -2.45433 -0.84159  0.0142
15 C 2.32539 -2.01501 -1.79544  -0.1099
16 C 2.31959 -2.55015 -3.08364  -0.0220
17 C 1.48113 -3.58931 -3.38429  0.0151
18 C 0.64479 -4.11422 -2.37753  -0.0452
19 H -1.62495 -6.52824 -1.57401  0.1318
20 H -2.47235 -6.19587 0.80219  0.1215
21 H -2.46132 -4.73230 2.83775  0.1182
22 H -1.01121 -2.73740 2.88938  0.0313
23 H 2.98616 -1.19853 -1.52669  0.1017
24 H 2.96992 -2.13179 -3.84067  0.1124
25 H 1.45743 -4.00518 -4.37612  0.1001
26 S 3.98313 -2.31205 4.98849  -0.3424
27 Sb 2.23675 -2.99849 3.67995  -0.1270
28 S 0.82020 -1.12279 3.20675  0.0844
29 S 2.94586 -3.40099 1.45228  0.0827
30 S 0.94161 -4.74183 4.42089  -0.2596
31 C -4.01257 -1.73835 0.94659  -0.0696
32 C -4.31580 -0.48171 0.16320  -0.3388
33 C -5.32092 -0.53388 -0.80445  -0.0628
34 C -5.59412 0.55139 -1.62013  -0.0935
35 C -4.84866 1.71473 -1.48296  -0.0917
36 C -3.84934 1.78013 -0.52069  -0.1285
37 C -3.58257 0.70013 0.32614  -0.3329
38 Sb -1.93670 0.79097 1.75118  1.5985
39 C -3.16106 1.00277 3.52740  -0.3351
40 C -4.48889 0.58565 3.55194  -0.1326
41 C -5.24349 0.65947 4.71600  -0.0961
42 C -4.65999 1.14268 5.87671  -0.0939
43 C -3.32792 1.53337 5.86776  -0.0558
44 C -2.55877 1.46303 4.70842  -0.3100
45 C -1.11091 1.88018 4.74247  -0.0665
46 C -1.57392 2.92968 1.43794  -0.3201
47 C -0.33066 3.21367 0.86956  -0.1421
48 C 0.10087 4.51319 0.63669  -0.0954
49 C -0.72826 5.57044 0.97291  -0.0923
50 C -1.98034 5.30646 1.50868  -0.0591
51 C -2.42614 4.00682 1.74890  -0.2952
52 C -3.80558 3.83076 2.33122  -0.0470
53 H -4.93104 -2.21561 1.29239  0.0879
54 H -3.37698 -1.54934 1.81163  0.0323
55 H -3.49219 -2.45907 0.30785  0.0790
56 H -5.88321 -1.45491 -0.92433  0.1105
57 H -6.37295 0.48791 -2.37072  0.0970
58 H -5.04140 2.57154 -2.11769  0.0979
59 H -3.25635 2.68389 -0.44380  0.0883
60 H -4.95335 0.21029 2.64682  0.0832
61 H -6.28031 0.34495 4.71346  0.0960
62 H -5.23744 1.21496 6.79047  0.0964
63 H -2.87286 1.90040 6.78097  0.1063
64 H -0.82822 2.22954 5.73491  0.0792
65 H -0.91683 2.68207 4.02527  0.0646
66 H -0.45955 1.03742 4.48577  0.0218
67 H 0.32268 2.39386 0.59652  0.0481
68 H 1.07643 4.69286 0.19915  0.0950
69 H -0.40637 6.59278 0.81851  0.0975
70 H -2.63977 6.13473 1.74736  0.1062
71 H -4.41746 4.70966 2.12218  0.0782
72 H -3.75588 3.70220 3.41462  0.0847
73 H -4.30395 2.95333 1.92424  0.0579
74 N 10.47183 3.36249 -1.50356  0.1499
75 C 9.50641 2.90982 -1.07504  -0.1852
76 C 8.28995 2.34640 -0.55107  -0.2352
77 C 7.78118 2.78335 0.66931  -0.0152
78 C 6.58922 2.27304 1.14702  0.0084
79 C 5.89557 1.32308 0.40712  -0.1765
80 C 6.41605 0.86089 -0.79627  0.0033
81 C 7.60910 1.37011 -1.27321  -0.0195
82 N 4.62470 0.89471 0.84048  -0.0062
83 C 3.66065 1.69615 1.43765  -0.0200
84 C 2.56247 0.91443 1.57884  -0.1500
85 N 2.82457 -0.35083 1.07847  -0.0274
86 C 4.05446 -0.32545 0.64842  -0.1441
87 H 8.32212 3.52940 1.23515  0.1228
88 H 6.19239 2.60581 2.09628  0.1226
89 H 5.86946 0.12504 -1.37167  0.1134
90 H 8.00905 1.03226 -2.21963  0.1217
91 H 3.82648 2.72897 1.68990  0.1198
92 H 1.60705 1.16055 2.00333  0.0606
93 H 4.58544 -1.17876 0.25384  0.1212
94 C -0.26498 0.14405 -6.71959  -0.0442
95 C -0.03722 0.23793 -5.23786  -0.2513
96 C 0.99818 1.00497 -4.71639  -0.0106
97 C 1.23632 1.07766 -3.35439  -0.1961
98 C 2.40533 1.91275 -2.87567  -0.0328
99 C 0.40209 0.36503 -2.46576  -0.0989
100 C 0.73376 0.43267 -1.04577  -0.2148
101 O 0.22099 -0.17474 -0.13049  -0.1196
102 C -0.67022 -0.39776 -2.98025  -0.1626
103 C -1.64639 -1.12536 -2.09737  -0.0019
104 C -0.85569 -0.45134 -4.35237  -0.0022
105 H 0.35657 0.85480 -7.26276  0.0739
106 H -1.30963 0.33921 -6.96583  0.0826
107 H -0.02757 -0.85986 -7.07819  0.0857
108 H 1.63898 1.55654 -5.39646  0.1135
109 H 2.88993 2.40049 -3.72004  0.0781
110 H 3.15515 1.29837 -2.36981  0.0737
111 H 2.08648 2.68741 -2.17689  0.0834
112 H 1.58264 1.08684 -0.79707  0.1014
113 H -2.37356 -0.41576 -1.69557  0.0774
114 H -1.15841 -1.58847 -1.24330  0.0616
115 H -2.18315 -1.88341 -2.66864  0.0913
116 H -1.67205 -1.05044 -4.74403  0.1241

Cartesian forces (eV/Å) of the 2 atoms listed first:
0.62 0.14 -0.58
0.01 0.07 -0.02

Summary:
calculated total energy: -5939.14988 Eh
net charge: -1